79
Properties=species:S:1:pos:R:3:mulliken_charge:R:1 method="wB97M-V/def2-TZVPD" orbital_gap_ev=6.11 lumo_ev=2.120 total_charge=-1 relative_energy_kcal_mol=5.37
Rb -0.21 1.11 0.88 1.02
C 0.94 -2.68 -5.58 -1.51
C 0.12 -2.11 -4.45 0.66
C -0.71 -2.92 -3.66 -1.05
C -1.42 -2.41 -2.60 -0.18
C -1.36 -1.04 -2.22 0.17
N -1.96 -0.57 -1.10 0.03
C -3.20 -1.06 -0.79 0.09
C -4.23 -1.12 -1.76 -0.30
C -5.51 -1.52 -1.45 -1.03
C -5.87 -1.90 -0.15 0.74
C -7.28 -2.31 0.20 -1.45
C -4.87 -1.88 0.80 -0.17
C -3.57 -1.49 0.50 -0.67
N -2.58 -1.67 1.52 1.15
C -2.12 -2.88 1.91 -0.18
C -1.24 -2.67 2.94 -0.96
C -1.24 -1.28 3.11 -0.44
N -2.06 -0.68 2.25 -0.99
C -0.58 -0.23 -3.08 -0.58
C 0.15 -0.77 -4.14 0.05
N -0.59 1.19 -2.97 0.62
C -1.06 2.01 -3.94 -0.35
C -0.80 3.30 -3.56 -1.07
C -0.15 3.16 -2.32 -0.37
N -0.03 1.89 -1.98 -0.05
H 0.62 -3.69 -5.83 0.36
H 2.00 -2.71 -5.33 0.27
H 0.84 -2.07 -6.49 0.33
H -0.78 -3.98 -3.88 0.29
H -2.04 -3.07 -2.01 0.46
H -4.00 -0.82 -2.77 0.41
H -6.27 -1.54 -2.23 0.30
H -7.85 -2.55 -0.70 0.36
H -7.80 -1.51 0.73 0.26
H -7.29 -3.19 0.84 0.34
H -5.07 -2.20 1.82 0.41
H -2.46 -3.78 1.41 0.48
H -0.67 -3.40 3.49 0.43
H -0.65 -0.66 3.78 0.62
H 0.75 -0.08 -4.73 0.39
H -1.55 1.59 -4.81 0.45
H -1.05 4.20 -4.09 0.40
H 0.22 3.92 -1.65 0.39
C 1.71 -1.53 -0.73 -0.52
C 2.42 -1.52 0.59 0.11
C 3.36 -2.52 0.91 -0.94
C 3.98 -2.50 2.13 -0.96
C 3.67 -1.48 3.05 1.01
C 4.24 -1.35 4.34 -0.01
Br 5.54 -2.60 4.95 -0.30
C 3.87 -0.32 5.17 -0.27
C 2.92 0.61 4.77 0.09
Br 2.44 2.00 5.97 -0.26
C 2.28 0.59 3.51 -0.59
O 1.40 1.40 3.12 -0.61
C 2.71 -0.52 2.64 -0.36
N 2.13 -0.55 1.43 0.64
H 2.21 -2.16 -1.47 0.47
H 1.63 -0.52 -1.13 -0.03
H 0.69 -1.91 -0.61 0.10
H 3.57 -3.30 0.19 0.46
H 4.70 -3.25 2.40 0.33
H 4.31 -0.23 6.15 0.40
O -0.28 3.76 2.26 -0.44
C 0.59 4.86 2.17 -0.58
C 1.82 4.62 1.32 0.51
C 2.79 5.62 1.24 -0.77
C 3.95 5.37 0.52 -0.34
C 4.10 4.14 -0.09 -0.76
C 3.08 3.21 0.04 -0.35
N 1.96 3.45 0.72 0.30
H 0.26 3.00 2.55 0.23
H 0.92 5.17 3.16 0.33
H 0.01 5.68 1.74 0.36
H 2.64 6.57 1.74 0.45
H 4.72 6.13 0.43 0.38
H 4.99 3.88 -0.65 0.42
H 3.15 2.24 -0.42 0.39